# C40H95Cl4N6O18P3

A 11-piece molecular cluster, C40H95Cl4N6O18P3 overall (ωB97M-V/def2-TZVPD, OMol25).

Summary:
2S+1: 1
Total charge: 0
Highest occupied orbital energy in eV: -8.426
E_tot in Ha: -6129.16606

Last column: Mulliken charge in e.
Atoms and positions in Å:
C 22.765 -9.124 -5.005  0.856
O 23.350 -8.806 -6.024  -0.838
N 23.207 -8.957 -3.748  0.238
C 24.499 -8.366 -3.467  -1.033
C 22.446 -9.372 -2.591  -0.710
H 21.764 -9.587 -5.027  -0.048
H 24.346 -7.431 -2.908  0.324
H 24.985 -8.004 -4.368  0.307
H 25.067 -9.051 -2.841  0.322
H 21.592 -9.966 -2.903  -0.151
H 23.073 -10.057 -2.007  0.453
H 22.188 -8.518 -1.972  0.299
C 26.402 -14.472 -7.920  0.731
O 27.027 -15.469 -8.231  -0.709
N 26.849 -13.210 -8.049  0.157
C 28.149 -12.877 -8.608  -1.012
C 26.052 -12.064 -7.653  -0.809
H 25.424 -14.507 -7.414  -0.052
H 28.633 -12.241 -7.859  0.341
H 28.061 -12.361 -9.561  0.294
H 28.767 -13.770 -8.646  0.319
H 26.497 -11.623 -6.758  0.386
H 25.999 -11.329 -8.452  0.355
H 25.046 -12.367 -7.360  0.007
C 16.866 -12.443 -13.090  0.128
O 17.141 -13.189 -14.006  -0.604
N 17.334 -12.562 -11.826  0.280
C 17.080 -11.557 -10.831  -0.865
C 18.163 -13.655 -11.404  -0.851
H 16.166 -11.597 -13.186  0.362
H 18.028 -11.122 -10.485  0.185
H 16.584 -11.913 -9.925  0.265
H 16.514 -10.679 -11.147  0.301
H 18.443 -14.247 -12.273  0.363
H 19.075 -13.273 -10.935  0.113
H 17.656 -14.294 -10.676  0.281
C 17.403 -12.242 -6.701  0.539
O 17.414 -11.408 -7.586  -0.655
N 16.307 -12.572 -5.970  0.341
C 16.364 -13.625 -4.982  -1.008
C 15.154 -11.708 -5.919  -1.077
H 18.317 -12.706 -6.311  0.108
H 16.118 -13.191 -4.006  0.381
H 17.311 -14.158 -4.999  0.220
H 15.586 -14.371 -5.179  0.310
H 14.208 -12.231 -6.083  0.339
H 15.111 -11.269 -4.916  0.317
H 15.227 -10.954 -6.697  0.256
C 23.300 -6.120 -7.885  0.297
O 24.048 -5.160 -7.866  -0.689
N 23.043 -6.873 -8.969  0.345
C 22.334 -8.130 -8.856  -0.456
C 23.722 -6.645 -10.225  -0.854
H 22.752 -6.467 -6.996  0.195
H 21.595 -8.079 -8.059  0.060
H 23.052 -8.920 -8.613  0.197
H 21.865 -8.444 -9.788  0.169
H 24.342 -5.758 -10.183  0.377
H 24.315 -7.529 -10.496  0.305
H 22.991 -6.560 -11.035  0.075
C 19.103 -15.896 -7.636  0.364
O 18.866 -14.745 -7.299  -0.421
N 18.240 -16.658 -8.330  0.468
C 18.549 -18.030 -8.674  -0.785
C 16.859 -16.244 -8.465  -0.903
H 20.083 -16.378 -7.505  -0.152
H 18.185 -18.696 -7.881  0.295
H 19.623 -18.190 -8.735  0.135
H 18.102 -18.336 -9.618  0.321
H 16.272 -16.603 -7.616  0.311
H 16.800 -15.159 -8.522  0.129
H 16.457 -16.599 -9.413  0.354
Cl 18.701 -8.772 -8.592  0.325
C 18.103 -8.339 -6.973  0.291
C 17.779 -6.880 -6.794  -0.752
Cl 19.026 -5.823 -7.524  -0.209
H 18.863 -8.664 -6.261  -0.348
H 17.247 -8.978 -6.765  0.007
H 17.706 -6.622 -5.741  0.295
H 16.825 -6.598 -7.238  0.485
Cl 21.666 -11.700 -10.186  -0.300
C 21.522 -12.530 -8.606  0.690
C 21.182 -11.451 -7.605  0.754
Cl 21.098 -12.109 -5.936  -0.220
H 22.436 -13.067 -8.380  0.062
H 20.671 -13.203 -8.680  -0.316
H 20.162 -11.117 -7.792  -0.457
H 21.848 -10.593 -7.631  -0.432
C 19.167 -12.053 -3.133  -0.697
C 18.274 -10.847 -3.221  0.770
O 18.590 -9.827 -2.271  -0.507
P 18.442 -8.308 -2.644  1.012
O 17.591 -8.042 -3.807  -0.558
O 19.932 -7.834 -2.792  -0.212
C 20.193 -6.410 -2.917  -0.627
C 20.894 -6.113 -4.209  -0.176
O 17.988 -7.614 -1.317  -0.352
C 16.594 -7.691 -0.926  -0.254
C 15.951 -6.329 -1.141  -1.091
H 19.193 -12.558 -2.166  0.406
H 18.853 -12.797 -3.867  0.016
H 20.194 -11.816 -3.415  -0.083
H 18.314 -10.438 -4.238  -0.347
H 17.225 -11.151 -3.130  0.246
H 19.259 -5.851 -2.792  0.451
H 20.745 -6.102 -2.026  0.376
H 21.812 -6.700 -4.285  -0.219
H 20.270 -6.238 -5.090  -0.199
H 21.244 -5.077 -4.202  0.557
H 16.048 -8.487 -1.432  0.279
H 16.632 -7.921 0.140  0.377
H 16.617 -5.545 -0.792  0.289
H 15.794 -6.206 -2.217  0.208
H 14.946 -6.286 -0.722  0.409
C 22.077 -3.808 -11.821  -0.959
C 21.269 -4.215 -13.033  -0.217
O 21.359 -5.641 -13.198  -0.330
P 20.062 -6.518 -13.060  0.418
O 19.083 -6.475 -14.145  -0.845
O 20.695 -7.925 -12.787  -0.244
C 19.880 -9.097 -12.686  0.959
C 19.738 -9.758 -14.046  -1.298
O 19.446 -6.154 -11.635  0.521
C 18.304 -5.281 -11.530  -0.602
C 17.148 -6.093 -11.000  -0.717
H 23.091 -4.185 -11.943  0.249
H 22.028 -2.741 -11.611  0.428
H 21.683 -4.291 -10.920  0.167
H 20.232 -3.882 -12.962  0.220
H 21.710 -3.754 -13.916  0.422
H 20.353 -9.803 -12.006  -0.205
H 18.898 -8.811 -12.302  -0.190
H 20.703 -10.044 -14.458  0.306
H 19.046 -10.600 -14.039  0.245
H 19.283 -9.019 -14.712  0.369
H 18.562 -4.430 -10.900  0.350
H 18.047 -4.903 -12.521  0.548
H 16.170 -5.714 -11.302  0.387
H 17.211 -7.094 -11.427  0.098
H 17.146 -6.190 -9.915  -0.087
C 21.894 -16.759 -4.546  -1.417
C 22.731 -16.435 -5.756  0.055
O 22.168 -17.065 -6.912  -0.339
P 22.941 -17.037 -8.289  0.880
O 23.601 -15.769 -8.579  -0.523
O 23.912 -18.277 -8.268  -0.378
C 25.262 -18.113 -7.786  0.245
C 26.275 -18.457 -8.864  -1.304
O 21.827 -17.505 -9.294  -0.179
C 22.168 -17.365 -10.690  -0.112
C 21.181 -18.128 -11.530  -1.330
H 21.915 -17.827 -4.318  0.359
H 22.186 -16.186 -3.670  0.399
H 20.837 -16.576 -4.769  0.228
H 22.861 -15.363 -5.927  0.189
H 23.757 -16.784 -5.570  0.343
H 25.422 -17.067 -7.512  -0.124
H 25.428 -18.710 -6.888  0.340
H 26.071 -17.859 -9.749  0.269
H 27.242 -18.180 -8.443  0.340
H 26.267 -19.521 -9.097  0.380
H 22.214 -16.315 -10.982  0.327
H 23.168 -17.776 -10.859  0.271
H 21.307 -19.211 -11.476  0.323
H 20.153 -17.951 -11.203  0.207
H 21.239 -17.841 -12.579  0.412

Atoms 1-6, force components in eV/Å:
C -0.4 -0.1 -0.1
O 0.2 0.0 0.1
N 0.3 0.2 -0.1
C -0.5 1.0 0.3
C 0.7 -0.7 -0.1
H 0.0 0.0 0.0